Record 1
Entry from the OMol25 dataset: the molecule C4H6N2O (ωB97M-V/def2-TZVPD).

The structure (SMILES) is Cc1ncc(O)[nH]1. The LUMO energy (spin up / spin down) is 0.63 / 0.63 eV. The calculation puts the energy relative to the best compared isomer or geometry (same formula, charge and spin) at 3.2541 eV. For the HOMO-LUMO gap (spin up / spin down), the calculation gives 8.031 / 8.031 eV. As for the HOMO energy (spin up / spin down): -7.40 / -7.40 eV.

Geometry as ORCA input:
```
! RIJCOSX wB97M-V def2-TZVPD def2/J DEFGRID3
* xyz 0 1
C -0.6852 -0.9981 -1.6580
C 0.1821 -0.4002 -0.6222
N 0.5127 0.8603 -0.8918
C 0.2317 1.4687 0.2513
C 0.1918 0.5222 1.3585
O 1.1158 0.4927 2.3865
N 0.0916 -0.6876 0.7117
H -0.1958 -0.8130 -2.6114
H -1.6610 -0.4707 -1.6893
H -0.8706 -2.0476 -1.4621
H -0.2297 2.4446 0.1415
H 1.0006 1.2271 2.9907
H 0.3178 -1.5984 1.0984
*
```

Record 2
Entry from the OMol25 dataset: the molecule C2H4N2S (ωB97M-V/def2-TZVPD).

The structure (SMILES) is CN(S)C#N. The LUMO energy is 0.07 eV. The calculation puts the energy relative to the best compared isomer or geometry (same formula, charge and spin) at 1.6750 eV. For the HOMO-LUMO gap, the calculation gives 9.393 eV. As for the HOMO energy: -9.32 eV.

Geometry as ORCA input:
```
! RIJCOSX wB97M-V def2-TZVPD def2/J DEFGRID3
* xyz 0 1
C -0.8902 0.4728 -0.1410
N 0.3922 -0.1179 -0.1405
S 0.6248 -1.9227 -0.1230
C 1.4838 0.6445 -0.1518
N 2.3840 1.3470 0.0039
H -1.5525 0.2325 0.8464
H -0.8177 1.4952 -0.4009
H -1.4660 -0.0839 -0.9408
H -0.1585 -2.0678 1.0477
*
```

Record 3
Entry from the OMol25 dataset: a structure of composition C4H6FO4Y (ωB97M-V/def2-TZVPD).

The LUMO energy (spin up / spin down) is -4.71 / -5.20 eV. The calculation puts the energy relative to the best compared isomer or geometry (same formula, charge and spin) at 1.3521 eV. The expectation value of S² is 0.751. For the HOMO-LUMO gap (spin up / spin down), the calculation gives 6.684 / 8.980 eV. As for the HOMO energy (spin up / spin down): -11.40 / -14.18 eV.

Geometry as ORCA input:
```
! RIJCOSX wB97M-V def2-TZVPD def2/J DEFGRID3
* xyz 1 2
C -1.6209 -0.5763 -1.4372
O -0.6246 -1.3998 -0.8938
Y -0.0140 -3.6285 -0.5656
H -1.6231 0.3949 -0.9160
H -1.4450 -0.3823 -2.5077
H -2.5998 -1.0621 -1.3064
C 0.5759 -0.8202 0.3616
O 1.3702 0.1205 -0.2938
C 1.1631 1.3882 0.2258
C 0.4742 1.1181 1.5567
O -0.0799 -0.1746 1.3709
O 1.1158 -1.9394 0.6144
F 0.3349 2.0960 -0.6251
H 2.1114 1.9329 0.2802
H 1.1967 1.1046 2.3837
H -0.3349 1.8281 1.7521
*
```

Record 4
Entry from the OMol25 dataset: a structure of composition C12H18BNSe2Tc (ωB97M-V/def2-TZVPD).

The LUMO energy (spin up / spin down) is -13.43 / -13.43 eV. The calculation puts the energy relative to the best compared isomer or geometry (same formula, charge and spin) at 0.3378 eV. For the HOMO-LUMO gap (spin up / spin down), the calculation gives 4.937 / 4.938 eV. As for the HOMO energy (spin up / spin down): -18.37 / -18.37 eV.

Geometry as ORCA input:
```
! RIJCOSX wB97M-V def2-TZVPD def2/J DEFGRID3
* xyz 3 1
Tc 1.2755 -0.3439 -0.0374
C -1.4363 -0.1135 -2.7459
Se -1.0725 -0.9263 -1.0161
C -0.6696 -2.7867 -1.5253
C -0.2497 -3.5323 -0.2447
Se 1.2655 -2.7404 0.7444
C 2.7568 -3.4556 -0.2683
H -0.6922 -0.3787 -3.4925
H -1.4615 0.9615 -2.5778
H -2.4264 -0.4716 -3.0184
H 0.0794 -2.8308 -2.3174
H -1.6145 -3.1810 -1.9020
H 0.0636 -4.5584 -0.4446
H -1.0655 -3.5646 0.4788
H 2.7768 -4.5309 -0.0924
H 3.6531 -3.0072 0.1498
H 2.6700 -3.2525 -1.3334
B 5.7045 0.7927 0.1232
C 4.2829 0.3814 0.2662
N 3.1617 0.0462 0.2901
H 6.5156 0.6915 -0.7067
H 6.3062 1.1029 1.4300
H 5.9873 1.8329 1.1300
C 0.6382 0.1369 1.4609
C 0.1164 0.5065 2.7041
C -1.2661 0.7494 2.8246
C -1.7770 1.1201 4.0559
C -0.9230 1.2387 5.1444
C 0.4439 0.9940 5.0356
C 0.9743 0.6284 3.8152
H -1.9106 0.6502 1.9620
H -2.8334 1.3156 4.1707
H -1.3312 1.5268 6.1051
H 1.0818 1.0897 5.9022
H 2.0318 0.4283 3.7066
*
```

Record 5
Entry from the OMol25 dataset: a structure of composition C27H51N2OP3STi (ωB97M-V/def2-TZVPD).

The LUMO energy (spin up / spin down) is -8.08 / -12.23 eV. The calculation puts the energy relative to the best compared isomer or geometry (same formula, charge and spin) at 0.0000 eV. The expectation value of S² is 1.101. For the HOMO-LUMO gap (spin up / spin down), the calculation gives 6.771 / 2.612 eV. As for the HOMO energy (spin up / spin down): -14.85 / -14.85 eV.

Geometry as ORCA input:
```
! RIJCOSX wB97M-V def2-TZVPD def2/J DEFGRID3
* xyz 3 2
Ti 0.4076 0.8443 -0.1695
P 2.6744 1.6716 0.4117
P -1.6342 2.3703 -0.3597
P 0.9748 1.5459 -2.4473
H -0.9109 -1.4689 -0.2081
C -0.1059 -1.1508 -0.8843
C 1.2445 -1.1810 -0.4171
H 1.4496 -1.5296 0.5984
C 3.2594 1.0905 2.0382
C 2.7015 3.4860 0.6488
C 4.1892 1.4113 -0.5717
C -3.0421 1.5887 -1.2242
C -2.5002 2.8850 1.1620
C -1.4706 4.0073 -1.1718
C 2.1558 0.3953 -3.2717
C 1.6973 3.1864 -2.8346
C -0.4608 1.5271 -3.5902
H -0.3716 -1.2206 -1.9403
H 2.1013 -1.2543 -1.0892
H 3.3828 0.0009 2.0223
H 2.5536 1.3510 2.8348
H 4.2312 1.5629 2.2398
H 1.9105 3.7929 1.3417
H 2.5591 4.0108 -0.3017
H 3.6756 3.7527 1.0756
H 4.3627 0.3391 -0.7116
H 5.0257 1.8314 -0.0006
H 4.1484 1.8978 -1.5504
H -3.8847 2.2890 -1.2517
H -3.3427 0.6981 -0.6659
H -2.7914 1.2836 -2.2400
H -3.3712 3.4962 0.8946
H -1.8419 3.4709 1.8105
H -2.8401 2.0088 1.7215
H -2.3430 4.6158 -0.9078
H -1.4040 3.9432 -2.2596
H -0.5756 4.5169 -0.7997
H 2.3717 0.7462 -4.2922
H 1.7301 -0.6148 -3.3433
H 3.0970 0.3377 -2.7104
H 1.7214 3.3151 -3.9267
H 2.7186 3.2760 -2.4475
H 1.0793 3.9831 -2.4012
H -0.1198 1.7398 -4.6167
H -1.2244 2.2652 -3.3179
H -0.9285 0.5339 -3.5634
C -0.0967 -2.0672 -6.9785
C -1.2345 -2.1404 -7.8150
C -1.5010 -3.3206 -8.5217
C -0.6134 -4.4027 -8.4477
C 0.5531 -4.2973 -7.6876
C 0.8257 -3.1329 -6.9824
S 0.2936 -0.6475 -6.0319
H -0.7390 -0.5768 -5.1245
H -1.8750 -1.2630 -7.9029
H -2.4026 -3.3848 -9.1302
H -0.8427 -5.3231 -8.9812
H 1.2579 -5.1277 -7.6424
H 1.7567 -3.0099 -6.4264
C -3.1604 -3.7788 6.7704
C -1.8799 -3.8567 5.9689
N -1.3263 -2.5333 5.6208
C -0.7999 -1.7788 6.7677
C 0.6560 -1.3378 6.6851
C -1.1004 -2.2665 4.2953
O -1.1623 -3.1691 3.4472
C -0.8423 -0.8641 3.8068
C -1.1952 0.3132 4.4974
C -0.7376 1.5292 3.9924
C -0.1253 1.5640 2.7469
N -0.0779 0.4743 1.9483
C -0.3694 -0.7366 2.4927
H -3.0297 -3.1929 7.6883
H -3.4512 -4.7965 7.0465
H -3.9709 -3.3417 6.1794
H -1.1064 -4.3785 6.5429
H -2.0450 -4.3842 5.0255
H -1.4428 -0.9014 6.9596
H -0.9245 -2.4561 7.6224
H 0.8707 -0.7856 5.7680
H 0.8536 -0.6825 7.5402
H 1.3197 -2.2054 6.7608
H -1.8192 0.2708 5.3992
H -0.8394 2.4600 4.5624
H 0.2846 2.5010 2.3639
H -0.2205 -1.6213 1.8613
*
```

Record 6
Entry from the OMol25 dataset: the ion C14H22BrClNO2 with charge +1 (ωB97M-V/def2-TZVPD).

The structure (SMILES) is CCCC[NH2+]CCOCCOc1ccc(Cl)cc1Br. The LUMO energy is -2.29 eV. The calculation puts the energy relative to the best compared isomer or geometry (same formula, charge and spin) at 0.0146 eV. For the HOMO-LUMO gap, the calculation gives 9.082 eV. As for the HOMO energy: -11.37 eV.

Geometry as ORCA input:
```
! RIJCOSX wB97M-V def2-TZVPD def2/J DEFGRID3
* xyz 1 1
C 0.3981 -2.4047 3.9930
C 0.2935 -2.6716 2.4958
C 1.4562 -2.0215 1.7433
C 1.4799 -2.3573 0.2577
N 0.2937 -1.7894 -0.4257
C 0.1226 -2.1843 -1.8434
C -1.3782 -2.1304 -2.1822
O -1.9572 -0.9464 -1.6952
C -1.9145 0.1683 -2.5734
C -1.8857 1.4421 -1.7370
O -0.6250 1.4851 -1.0910
C -0.1870 2.6661 -0.5699
C -0.9333 3.8252 -0.4028
C -0.3516 4.9575 0.1433
C 0.9795 4.9516 0.5347
Cl 1.6959 6.3635 1.2111
C 1.7450 3.8007 0.3849
C 1.1471 2.6902 -0.1641
Br 2.1294 1.0920 -0.3993
H 1.3206 -2.8181 4.3909
H 0.3871 -1.3363 4.1925
H -0.4353 -2.8602 4.5198
H 0.3045 -3.7499 2.3240
H -0.6663 -2.2807 2.1443
H 2.3921 -2.3729 2.1770
H 1.4283 -0.9395 1.8738
H 2.3728 -1.9410 -0.2102
H 1.4701 -3.4401 0.1191
H -0.5494 -2.0638 0.0961
H 0.3509 -0.7564 -0.3775
H 0.4939 -3.1984 -1.9932
H 0.7041 -1.5018 -2.4639
H -1.5273 -2.2500 -3.2598
H -1.8983 -2.9474 -1.6717
H -2.8025 0.1719 -3.2162
H -1.0175 0.1338 -3.2009
H -2.6904 1.4164 -0.9940
H -2.0144 2.3077 -2.3944
H -1.9717 3.8520 -0.6896
H -0.9401 5.8518 0.2665
H 2.7803 3.7859 0.6874
*
```